Computed, not measured: 40 unconnected molecules or ions with the total composition H80O40, with ωB97M-V/def2-TZVPD.

Summary:
energy above the lowest of the compared OMol25 structures with the same formula, charge and spin: 17.9857 eV
highest occupied orbital energy: -9.83 eV

```
! wB97M-V def2-TZVPD RIJCOSX def2/J DEFGRID3
* xyz 0 1
O 1.543 2.282 -1.823
O 0.231 -4.817 1.703
O 3.863 1.015 0.792
O 0.152 0.480 5.267
O -1.277 4.087 -4.446
O 3.904 3.045 -3.265
O 0.369 -6.064 -2.545
O -4.890 -3.369 -1.574
O -0.633 -2.118 3.045
O -1.187 3.245 3.009
O -4.079 -0.218 4.980
O 0.795 1.069 1.590
O -5.569 -0.216 1.432
O -1.168 1.477 -5.902
O -2.935 1.969 -1.020
O 0.592 5.362 -1.962
O 1.072 0.314 -3.931
O -1.047 -0.406 -0.158
O -4.881 0.122 -3.399
O 2.985 1.254 3.930
O 1.578 -4.679 -1.054
O -2.642 0.164 1.944
O -3.141 -1.286 -4.978
O 1.969 -0.876 2.746
O 6.501 -0.362 2.472
O -0.385 -2.912 -1.622
O -1.972 -4.459 -4.879
O 1.272 4.628 0.795
O 0.981 4.304 3.689
O 2.628 -0.571 -1.297
O 0.515 -3.558 4.926
O -2.724 -4.801 -2.152
O 3.339 4.069 3.422
O 1.903 -1.782 5.905
O -0.887 1.282 -3.256
O -2.684 4.022 0.229
O -2.316 -3.310 4.749
O 4.432 -1.642 0.192
O 3.482 -2.086 -3.172
O 1.691 4.125 -4.070
H 2.639 4.303 -4.153
H 1.072 0.128 -4.985
H -1.664 3.494 2.200
H -4.495 -0.190 -2.443
H -0.254 -5.024 2.532
H -0.941 2.302 -6.415
H -3.595 -0.205 1.537
H -5.177 -2.449 -1.459
H 2.461 1.967 4.263
H 1.312 4.640 -0.168
H -2.944 3.421 -0.430
H -0.239 -3.506 -0.894
H 0.849 0.554 4.570
H 3.322 1.686 3.103
H 4.087 -1.241 -0.446
H 2.967 0.767 0.744
H -0.423 -1.123 -0.346
H 2.966 -2.465 -2.543
H 1.377 1.071 -3.639
H 0.356 4.373 0.855
H 2.565 -0.848 1.961
H 2.278 -1.746 5.082
H 4.795 3.050 -3.488
H -1.322 -2.900 -1.808
H 1.018 2.205 -1.059
H -3.178 -4.540 -2.961
H 1.522 5.038 4.145
H -2.420 1.576 -1.641
H -0.224 -3.847 5.438
H 0.807 2.727 -2.409
H 0.337 -0.193 6.046
H 4.210 1.241 -0.046
H -1.214 -0.379 0.882
H -2.430 1.689 -0.271
H 1.237 -3.958 5.677
H 1.946 0.096 -1.127
H 0.749 -5.603 -3.318
H 2.189 0.012 3.057
H 2.582 -4.868 -1.041
H 5.809 0.146 1.948
H -5.767 0.716 1.086
H -3.277 -0.588 -4.480
H -1.802 -3.729 -5.571
H -0.475 -2.850 3.618
H -5.769 -0.046 2.495
H 3.239 -2.098 -4.093
H 0.021 4.198 4.089
H 1.221 4.897 -2.554
H -4.668 -3.714 -0.661
H -2.341 -0.797 1.978
H -2.693 -3.539 3.926
H -1.597 4.473 -3.662
H -0.019 -5.523 -1.743
H 5.867 -0.506 3.171
H -0.475 0.906 -2.547
H -2.692 -2.430 5.030
H 0.123 0.325 1.776
H -2.031 -3.908 -4.097
H -0.920 0.689 -6.302
H -4.088 0.246 4.126
H -0.781 1.067 -4.059
H 0.215 -1.898 2.802
H 3.087 -0.255 -2.119
H -1.905 3.176 3.716
H 3.926 4.569 2.901
H 0.608 -3.952 1.983
H 3.524 2.253 -3.258
H -3.822 -1.759 -5.100
H 1.156 -5.299 -0.412
H -2.870 4.916 0.303
H -0.091 4.634 -1.701
H -5.564 0.635 -3.483
H 1.504 3.278 -4.172
H -0.263 4.136 -4.461
H 0.397 1.801 1.995
H 2.565 4.266 2.721
H 4.548 -1.511 1.104
H -3.253 0.258 5.165
H -2.038 -5.324 -2.353
H 0.884 -1.897 5.584
*
```

Computed, not measured: 40 unconnected molecules or ions with the total composition H80O40, with ωB97M-V/def2-TZVPD.

Summary:
energy above the lowest of the compared OMol25 structures with the same formula, charge and spin: 8.0472 eV
highest occupied orbital energy: -10.05 eV

```
! wB97M-V def2-TZVPD RIJCOSX def2/J DEFGRID3
* xyz 0 1
O -3.212 1.527 4.887
O 3.662 3.703 -2.325
O 1.085 -1.458 -4.822
O -1.187 1.191 2.609
O 4.184 -3.032 -1.163
O 0.686 3.656 -3.719
O -4.825 1.500 1.909
O 0.460 4.793 4.715
O -2.906 -1.620 4.139
O -1.997 0.329 -6.246
O 4.009 -2.608 2.192
O 1.632 -5.280 -0.553
O -5.086 0.482 -1.006
O -0.605 -3.571 4.772
O 2.382 0.918 -4.631
O 4.771 0.785 2.700
O 1.112 -0.109 2.867
O 0.388 -4.222 -2.550
O 1.380 0.493 -0.428
O 0.610 -1.522 -2.113
O 5.849 3.184 -0.184
O -4.261 -3.489 2.640
O 2.972 2.000 5.033
O 3.000 4.037 0.724
O 0.643 3.139 -0.501
O -3.434 4.058 4.092
O -5.595 -0.913 1.543
O 4.590 0.889 -3.133
O -1.319 -2.804 -5.020
O -2.257 -4.518 -1.631
O -0.633 0.098 6.040
O -2.231 2.838 -3.182
O 5.401 0.053 -0.408
O -3.246 -1.222 0.563
O -0.468 0.117 -4.097
O -3.632 0.587 -3.992
O -0.171 -1.196 0.621
O -1.203 3.645 1.260
O 3.438 -5.275 1.554
O -2.128 -1.528 -1.895
H -1.911 -0.638 -6.248
H 2.762 4.022 -2.414
H 3.940 -5.433 0.738
H 1.621 0.705 -1.338
H -3.412 -2.041 0.105
H -5.145 2.349 2.235
H 0.232 0.432 5.761
H 1.161 -3.779 -2.932
H 0.146 3.198 -3.053
H -1.753 1.495 3.333
H 4.973 3.556 -0.011
H 4.706 0.620 1.747
H -1.046 -2.811 4.368
H -6.383 -0.558 1.112
H 5.216 0.808 -2.411
H 0.872 1.316 -0.274
H 4.084 -2.366 1.272
H -3.056 2.457 -2.867
H -3.283 3.167 3.748
H -3.731 0.785 5.220
H 0.909 -0.805 2.223
H -4.707 0.826 -0.203
H -4.412 0.016 -3.964
H 2.176 -4.618 -0.973
H 3.922 -2.840 -0.266
H 3.740 1.574 4.631
H 0.729 -1.602 -3.943
H 3.863 -2.327 -1.729
H -4.431 -0.214 -1.146
H 4.455 -0.058 -0.494
H -0.025 -0.792 -2.269
H 4.304 -3.528 2.277
H 2.121 1.467 -5.373
H -2.782 0.342 -5.668
H -1.373 -4.152 -1.594
H -1.017 0.041 5.150
H 5.739 0.916 -0.299
H -1.012 -2.369 -4.220
H 0.469 3.082 -4.464
H -3.748 -1.947 3.793
H -0.745 0.244 -5.031
H 0.875 -5.654 -0.989
H -0.386 0.960 3.097
H -0.400 4.725 4.296
H -1.616 4.262 0.648
H 1.476 3.605 -0.564
H 5.763 3.381 -1.132
H 0.978 4.028 4.444
H -2.448 1.513 5.464
H 2.970 3.507 1.517
H 4.082 4.087 -3.104
H 0.145 3.356 0.301
H 1.980 0.241 2.686
H -3.507 -3.315 2.095
H 0.221 -3.480 4.309
H -3.983 1.445 2.390
H -1.337 0.096 -3.685
H -2.496 3.735 -3.417
H 0.561 -1.374 -1.119
H -2.005 -2.176 -1.214
H -3.989 1.322 -4.504
H 4.397 1.799 -3.366
H 2.723 1.398 5.739
H -3.979 -3.747 3.515
H -1.079 -1.530 0.731
H 1.612 0.631 -4.141
H -0.735 -3.538 -5.225
H 1.969 -1.081 -4.793
H 2.626 -5.148 1.017
H -1.756 2.871 1.256
H -2.471 -4.746 -2.537
H -0.083 -3.385 -2.375
H -4.180 -1.044 0.823
H -2.516 -2.269 4.721
H -5.592 -0.332 2.306
H -0.401 -0.306 0.330
H -2.656 -2.168 -2.399
H -2.535 4.365 4.209
H 4.219 0.007 2.898
H 3.529 3.759 -0.016
*
```

Computed, not measured: 40 unconnected molecules or ions with the total composition H80O40, with ωB97M-V/def2-TZVPD.

Summary:
energy above the lowest of the compared OMol25 structures with the same formula, charge and spin: 12.2548 eV
highest occupied orbital energy: -10.25 eV

```
! wB97M-V def2-TZVPD RIJCOSX def2/J DEFGRID3
* xyz 0 1
O 3.303 -0.661 3.412
O -0.807 -6.044 -2.673
O -2.107 3.572 -0.190
O 0.039 -0.678 -0.039
O -2.626 3.360 -3.569
O 4.715 -2.951 1.329
O -4.043 -3.689 0.870
O 1.922 -5.291 -2.027
O 3.674 2.411 3.897
O 4.956 -3.423 -2.459
O 1.084 3.833 0.632
O -0.528 5.351 2.138
O 3.642 -0.705 -3.406
O -0.253 1.582 1.790
O -1.776 0.057 -2.661
O -0.702 -1.251 5.273
O 0.824 1.048 5.429
O -3.197 -1.052 5.662
O -4.714 0.965 3.438
O 3.217 -4.947 1.930
O -1.323 -1.306 2.310
O 4.608 2.759 -3.163
O -4.100 -0.729 -5.083
O -0.647 -2.403 -1.659
O 0.252 1.627 -1.905
O 2.494 1.041 -5.118
O -2.215 3.541 4.548
O 2.923 1.161 1.077
O -2.284 0.622 -0.326
O -4.403 0.263 -2.034
O 3.069 5.095 2.127
O -5.080 -2.894 -1.205
O 0.785 -1.769 -4.722
O -2.928 1.974 1.993
O 3.100 2.526 -1.213
O 2.486 -1.406 0.563
O -0.733 5.176 -1.899
O -0.342 1.888 -4.748
O -0.284 -3.604 1.889
O -1.817 -5.028 0.076
H -3.835 -2.720 1.034
H -0.508 -3.363 -1.512
H 3.618 4.279 2.337
H -1.120 -3.127 2.186
H 0.204 -1.703 5.069
H -3.244 -4.039 0.520
H 3.460 2.786 4.722
H 4.224 -3.449 -2.947
H 2.090 1.247 0.599
H -2.658 3.170 3.777
H 0.431 5.227 2.111
H -0.317 0.919 -1.562
H 3.983 2.443 -3.865
H -1.109 2.045 1.572
H -3.070 1.659 2.850
H -4.799 0.063 3.083
H -2.517 -1.342 5.037
H 0.130 -1.938 -1.236
H 2.959 2.911 -0.287
H 3.660 0.189 -3.133
H -2.011 -0.888 -2.594
H 2.759 0.098 3.043
H 2.219 4.668 2.190
H -2.054 -0.758 1.843
H -5.434 -2.748 -0.370
H 0.125 -6.456 -2.817
H -3.681 0.096 -5.325
H 3.258 -1.727 0.137
H -0.338 5.534 -2.620
H -1.857 3.771 -1.077
H 3.398 1.934 0.756
H 0.981 -0.600 -0.127
H -0.665 1.041 -4.237
H -2.421 -4.959 0.966
H 0.693 3.640 -0.202
H 3.252 -4.801 0.954
H -2.608 0.530 -2.829
H -4.160 -2.836 -1.250
H -1.261 2.113 -5.170
H 0.725 1.901 -1.079
H 5.459 -2.641 -2.409
H -0.125 -0.962 0.789
H -2.115 1.528 -0.187
H 2.665 -0.471 0.845
H 2.418 2.008 -5.285
H 4.166 1.629 4.090
H -0.784 5.361 1.192
H 3.092 -1.243 2.669
H 0.738 0.083 5.487
H -2.448 4.322 -3.792
H -5.638 1.355 3.493
H -2.127 -5.928 -0.142
H 4.767 -3.867 1.570
H 2.370 -5.560 -1.309
H -0.303 0.676 2.122
H -1.847 2.800 -3.722
H -0.584 -4.126 1.133
H -3.471 -1.327 -5.349
H 2.287 -4.710 -2.642
H -1.431 -1.223 3.227
H 2.424 -4.364 2.036
H -3.170 1.359 1.318
H -5.132 0.907 -2.090
H 1.092 -2.452 -5.281
H -1.307 3.174 4.519
H 0.088 1.366 5.980
H -1.104 6.031 -1.594
H -4.499 -0.154 -3.013
H -0.620 -1.209 6.242
H 5.565 2.385 -3.290
H -0.655 -5.129 -2.940
H 2.917 -0.756 -4.042
H 3.724 3.009 -1.715
H 4.330 -2.574 2.085
H 0.628 3.092 1.315
H -1.714 0.079 -0.905
H 1.624 0.937 -4.666
H -3.124 3.540 -0.330
H -3.287 -0.120 5.732
H 0.906 -1.978 -3.754
*
```

Computed, not measured: 40 unconnected molecules or ions with the total composition H80O40, with ωB97M-V/def2-TZVPD.

Summary:
<S²>: 0.76
energy above the lowest of the compared OMol25 structures with the same formula, charge and spin: 11.4455 eV
highest occupied orbital energy (alpha / beta): -12.72 / -12.72 eV

```
! wB97M-V def2-TZVPD RIJCOSX def2/J DEFGRID3
* xyz 1 2
O -1.826 -3.937 -1.016
O 2.398 0.108 6.190
O -3.376 1.602 -3.750
O 4.007 -2.609 -3.233
O 1.598 -5.384 -1.451
O 2.928 -0.198 -3.558
O -5.026 1.094 1.681
O 0.503 2.852 5.061
O 0.089 -0.095 -0.212
O 3.306 3.833 3.221
O 5.616 0.918 3.064
O -2.710 -1.128 5.959
O 0.207 -2.297 -4.618
O -3.147 0.372 -0.356
O -2.049 -0.722 -6.306
O -5.598 0.766 -1.548
O 2.652 1.675 -2.106
O 0.139 0.209 -4.203
O -2.016 6.082 -1.003
O 1.581 -1.682 -2.115
O 3.297 3.799 -0.685
O 0.976 -5.730 1.087
O 1.037 5.573 2.486
O -0.203 -4.296 3.083
O 5.561 1.585 -0.067
O -2.237 -1.151 -2.683
O -0.160 -0.096 5.257
O 2.672 2.353 -5.325
O -0.916 2.160 -0.071
O 0.868 0.532 2.546
O -3.823 2.846 3.144
O 2.273 -2.840 5.288
O 3.113 -0.093 0.238
O -5.116 -3.442 -0.765
O -0.074 3.944 -3.472
O -3.175 2.962 0.460
O -0.098 -4.974 -3.890
O -2.099 3.316 5.795
O -3.122 -3.632 -3.371
O 1.878 -2.694 2.212
H -5.492 1.176 0.884
H 6.041 0.931 2.176
H 2.911 1.473 -4.930
H 1.735 1.884 -2.487
H 4.707 1.310 3.064
H 2.983 3.869 -1.575
H 1.142 2.321 5.663
H -2.352 0.328 -0.930
H 0.973 3.596 5.334
H 4.061 0.110 0.406
H 2.013 -0.371 -3.869
H 1.049 -2.202 -4.782
H 3.018 0.863 -2.144
H 1.844 -4.858 -2.217
H 2.513 -0.134 1.073
H 1.425 -0.031 6.063
H 4.268 -3.179 -2.460
H -4.541 -2.709 -0.783
H -2.985 -1.992 5.815
H 3.040 3.827 4.156
H 1.609 5.526 3.188
H -4.181 0.717 1.251
H -0.035 -5.041 2.591
H -0.224 4.403 -4.252
H -4.178 2.090 -3.733
H 3.087 -2.491 -3.078
H 6.098 2.202 0.419
H -0.997 -4.391 -0.863
H 3.702 -0.652 -3.800
H 0.050 4.364 -2.655
H -3.139 0.930 -3.167
H 0.035 0.277 0.683
H -2.974 -4.516 -3.693
H -1.014 -5.005 -3.618
H -1.401 -1.396 -3.113
H -4.061 2.649 0.532
H 2.031 -1.612 -1.219
H 1.213 1.182 3.099
H 0.330 1.084 -3.988
H -2.846 -0.909 -3.308
H -0.539 0.472 5.916
H -4.616 0.787 -1.267
H -0.995 -0.672 5.127
H -0.481 -4.268 3.933
H -2.286 0.107 -6.434
H 2.844 3.053 -0.252
H 1.004 -0.450 -0.242
H 1.172 -2.769 2.832
H 3.041 -2.261 5.089
H -1.183 3.251 5.328
H 1.358 -5.005 0.706
H 1.419 5.389 1.581
H 0.049 -4.050 -3.970
H -2.798 -3.789 -2.479
H -0.324 1.371 -0.111
H 2.878 -0.713 6.340
H 0.866 -1.103 -2.081
H 5.198 1.639 -0.878
H -1.505 -3.002 -0.870
H -2.699 3.676 5.118
H 2.565 3.082 -4.629
H -5.526 -3.149 -1.585
H 0.752 -5.712 -1.841
H -3.431 -0.652 5.458
H -1.342 2.054 -0.918
H -1.341 -1.128 -6.805
H -0.182 -2.539 -5.568
H 2.103 -3.262 4.483
H 2.745 3.227 2.689
H 0.396 0.028 3.367
H -2.947 3.120 3.355
H 1.100 -6.619 0.683
H -2.648 2.238 0.595
H -1.452 5.372 -0.657
H 1.867 -3.293 1.466
H -0.699 -0.120 -4.308
H -3.757 1.798 3.338
H -2.890 6.088 -0.467
H -3.412 -0.579 -0.356
H -5.689 1.180 -2.385
*
```

Strongest force on any atom for every record listed, in sequence, given in eV/Å: 11.96 2.73 6.13 9.06.